a) Density functional theory data (the ωB97M-V functional and the def2-TZVPD basis) for C33H31IN9O4RbS4 as an isolated structure.

Structure (XYZ):
```
83
Properties=species:S:1:pos:R:3:lowdin_charge:R:1
Rb -0.259 0.191 -0.468 0.658
O -1.113 2.865 3.892 0.000
C -1.187 2.066 4.970 -0.285
C -1.333 2.639 6.235 -0.036
C -1.452 1.833 7.353 -0.124
C -1.431 0.449 7.228 -0.122
C -1.247 -0.123 5.979 -0.039
C -1.097 0.668 4.844 -0.073
C -0.807 0.075 3.494 -0.448
O -0.845 0.838 2.471 -0.117
N -0.544 -1.214 3.530 0.028
N -0.141 -1.750 2.350 -0.078
C -0.153 -2.986 2.168 -0.896
S 0.569 -3.680 0.719 0.901
C -0.062 -5.374 0.983 -0.539
C -1.267 -5.307 1.897 -0.572
S -0.843 -4.239 3.304 0.830
H -1.053 2.208 3.110 0.051
H -1.361 3.719 6.311 0.104
H -1.553 2.289 8.332 0.087
H -1.545 -0.180 8.103 0.084
H -1.196 -1.195 5.853 0.100
H 0.735 -5.962 1.439 0.060
H -0.308 -5.788 0.003 0.060
H -1.539 -6.288 2.290 0.063
H -2.118 -4.863 1.382 0.048
N 0.155 1.852 -4.412 0.100
C 0.628 2.878 -3.708 -0.663
N 0.803 2.940 -2.426 0.091
C 1.288 4.156 -2.011 -0.357
C 1.489 5.077 -2.988 -0.405
S 1.076 4.418 -4.537 0.942
C 1.531 4.343 -0.583 -0.350
C 1.860 5.500 0.050 -0.391
S 2.012 5.235 1.754 0.978
C 1.600 3.528 1.476 -0.663
N 1.380 3.254 0.238 0.103
N 1.644 2.629 2.484 0.126
H 0.108 0.860 -3.997 0.064
H 0.113 1.947 -5.410 0.078
H 1.852 6.087 -2.909 0.054
H 1.997 6.487 -0.359 0.054
H 1.254 2.923 3.366 0.082
H 1.355 1.696 2.196 0.077
O -0.035 -0.617 -3.373 -0.165
C -0.062 -1.520 -4.271 -0.380
C 0.662 -1.372 -5.496 -0.037
C 0.653 -2.323 -6.489 -0.136
C -0.092 -3.493 -6.342 -0.154
C -0.804 -3.678 -5.171 -0.082
C -0.805 -2.744 -4.133 -0.087
C -1.536 -3.023 -2.903 -0.279
N -1.752 -2.204 -1.898 0.087
C -2.460 -2.901 -0.958 -0.172
C -2.685 -4.174 -1.387 -0.134
N -2.095 -4.248 -2.629 0.086
H 1.247 -0.467 -5.615 0.095
H 1.225 -2.157 -7.396 0.086
H -0.114 -4.240 -7.126 0.074
H -1.395 -4.584 -5.073 0.086
H -2.775 -2.432 -0.039 0.106
H -3.180 -5.024 -0.947 0.094
H -2.064 -5.062 -3.210 0.123
N -4.349 2.609 -1.694 0.130
C -3.167 2.283 -1.063 -0.671
O -2.970 1.158 -0.658 -0.016
C -2.195 3.398 -0.923 -0.412
I -3.019 4.847 0.620 0.694
H -5.070 1.910 -1.617 0.103
H -4.659 3.565 -1.636 0.057
H -2.114 4.050 -1.784 0.049
H -1.240 3.103 -0.515 0.013
C 5.470 -0.956 0.908 -0.178
C 5.088 -0.453 -0.330 -0.166
C 3.755 -0.114 -0.565 -0.207
C 2.760 -0.258 0.412 -0.215
C 3.182 -0.769 1.648 -0.217
C 4.510 -1.115 1.900 -0.160
H 6.507 -1.223 1.097 0.067
H 5.836 -0.329 -1.114 0.069
H 3.491 0.279 -1.548 0.057
H 2.457 -0.912 2.450 0.049
H 4.801 -1.513 2.873 0.071
```

Calculated values
Total charge: -2
Gap between HOMO and LUMO, Eh: 0.1346
HOMO energy, eV: -0.37

b) Density functional theory data (the ωB97M-V functional and the def2-TZVPD basis) for C33H31IN9O4RbS4 as an isolated structure.

Structure (XYZ):
```
83
Properties=species:S:1:pos:R:3:lowdin_charge:R:1
Rb 0.102 -0.139 -0.053 0.713
O -3.852 1.901 0.942 0.040
C -4.887 1.825 0.097 -0.275
C -6.054 2.529 0.414 -0.035
C -7.147 2.493 -0.430 -0.128
C -7.101 1.753 -1.609 -0.128
C -5.946 1.054 -1.921 -0.045
C -4.829 1.072 -1.091 -0.068
C -3.577 0.310 -1.432 -0.461
O -2.596 0.407 -0.637 -0.161
N -3.642 -0.381 -2.554 -0.018
N -2.490 -1.106 -2.798 -0.054
C -2.479 -1.633 -3.944 -0.907
S -1.113 -2.590 -4.531 0.921
C -2.102 -3.411 -5.803 -0.564
C -3.000 -2.362 -6.435 -0.582
S -3.835 -1.455 -5.103 0.848
H -3.114 1.369 0.499 0.059
H -6.064 3.102 1.334 0.104
H -8.042 3.047 -0.169 0.085
H -7.956 1.722 -2.274 0.080
H -5.875 0.465 -2.827 0.097
H -2.703 -4.210 -5.365 0.067
H -1.411 -3.844 -6.529 0.066
H -3.767 -2.814 -7.067 0.058
H -2.404 -1.676 -7.040 0.062
N -1.812 -1.105 3.363 0.015
C -0.784 -1.929 3.393 -0.731
N 0.171 -1.973 2.479 0.031
C 1.148 -2.870 2.807 -0.384
C 0.992 -3.580 3.954 -0.423
S -0.496 -3.103 4.712 0.917
C 2.302 -3.011 1.900 -0.332
C 3.098 -4.107 1.800 -0.382
S 4.331 -3.833 0.621 0.979
C 3.648 -2.259 0.321 -0.719
N 2.628 -1.969 1.057 0.096
N 4.190 -1.394 -0.611 0.080
H -1.629 0.165 2.683 0.044
H -2.419 -1.213 4.164 0.036
H 1.667 -4.298 4.390 0.047
H 3.001 -5.046 2.317 0.059
H 4.522 -1.901 -1.423 0.071
H 3.427 -0.807 -0.954 0.056
O -1.213 1.098 2.300 -0.084
C -1.361 2.070 3.172 -0.292
C -2.486 2.113 4.017 -0.013
C -2.659 3.122 4.939 -0.106
C -1.719 4.142 5.056 -0.129
C -0.615 4.120 4.223 -0.069
C -0.415 3.115 3.272 -0.072
C 0.792 3.168 2.433 -0.274
N 1.459 2.181 1.876 0.118
C 2.566 2.744 1.298 -0.159
C 2.572 4.093 1.483 -0.123
N 1.431 4.357 2.206 0.082
H -3.231 1.339 3.890 0.113
H -3.542 3.121 5.569 0.092
H -1.839 4.931 5.787 0.082
H 0.140 4.890 4.343 0.094
H 3.288 2.140 0.774 0.094
H 3.259 4.866 1.181 0.079
H 1.081 5.260 2.464 0.134
N 3.673 1.690 -3.264 0.170
C 3.002 2.434 -2.356 -0.666
O 2.077 2.031 -1.688 0.031
C 3.427 3.891 -2.234 -0.549
I 5.405 4.107 -1.475 0.754
H 3.406 0.714 -3.364 0.077
H 4.568 1.992 -3.605 0.074
H 2.762 4.365 -1.521 0.037
H 3.397 4.400 -3.194 0.043
C 3.041 -2.620 -5.077 -0.160
C 2.932 -3.379 -3.915 -0.151
C 2.305 -2.852 -2.789 -0.220
C 1.737 -1.556 -2.703 -0.175
C 1.843 -0.868 -3.931 -0.270
C 2.477 -1.352 -5.079 -0.165
H 3.534 -3.015 -5.960 0.073
H 3.336 -4.390 -3.892 0.078
H 2.249 -3.509 -1.920 0.064
H 1.374 0.115 -4.017 0.071
H 2.513 -0.745 -5.981 0.080
```

Calculated values
Total charge: -2
Gap between HOMO and LUMO, Eh: 0.1732
HOMO energy, eV: -1.65

b) is preferred energetically. Next in line: 0.0137 hartree higher.

a) Density functional theory data (the ωB97M-V functional and the def2-TZVPD basis) for a 2-piece molecular cluster, C4H11O2P overall.

Structure (XYZ):
```
18
Properties=species:S:1:pos:R:3:nbo_charge:R:1
C -0.690 2.448 0.662 -0.610
C -0.085 -1.184 -1.250 -0.914
C -0.514 0.912 0.412 -0.747
C 2.091 -2.232 1.655 0.279
O -1.795 0.640 -2.153 -0.993
O 1.636 -1.454 2.440 -0.498
P -0.291 0.725 -1.415 1.043
H -1.406 2.729 -0.078 0.203
H -1.073 2.680 1.693 0.208
H 0.238 2.961 0.611 0.208
H 0.875 -1.235 -0.974 0.195
H -0.857 -1.553 -0.626 0.223
H -0.079 -1.695 -2.216 0.215
H -1.386 0.379 0.882 0.229
H 0.419 0.647 0.926 0.245
H 2.734 -3.121 1.953 0.111
H 1.883 -2.073 0.555 0.109
H -1.700 0.428 -3.078 0.492
```

Calculated values
Gap between HOMO and LUMO, Eh: 0.3485
Structure (SMILES): CCP(C)O.C=O
HOMO energy, eV: -8.66

b) Density functional theory data (the ωB97M-V functional and the def2-TZVPD basis) for one molecule with the formula C4H11O2P.

Structure (XYZ):
```
18
Properties=species:S:1:pos:R:3:nbo_charge:R:1
C -0.050 0.772 -1.580 -1.272
C 2.074 -1.049 -0.106 -0.255
C -1.790 -1.301 -0.130 -0.249
C -0.292 1.724 1.379 -1.012
O 1.405 -0.223 0.761 -0.770
O -0.897 -0.528 0.653 -0.837
P 0.131 0.519 0.091 2.080
H -0.930 1.255 -1.806 0.235
H 0.808 1.032 -2.151 0.242
H 1.230 -1.534 -0.619 0.179
H 2.744 -1.695 0.422 0.192
H 2.697 -0.602 -0.890 0.174
H -1.761 -2.277 0.261 0.179
H -1.420 -1.302 -1.167 0.210
H -2.759 -1.010 -0.005 0.174
H -0.330 1.315 2.351 0.248
H 0.367 2.658 1.434 0.237
H -1.227 2.246 1.103 0.246
```

Calculated values
Gap between HOMO and LUMO, Eh: 0.3197
Structure (SMILES): C=P(C)(OC)OC
HOMO energy, eV: -7.78

c) Density functional theory data (the ωB97M-V functional and the def2-TZVPD basis) for a 2-piece molecular cluster, C4H11O2P overall.

Structure (XYZ):
```
18
Properties=species:S:1:pos:R:3:nbo_charge:R:1
C -1.651 -1.883 -0.912 -0.932
C -0.841 1.912 -0.089 -0.274
C 2.548 0.293 -0.885 -0.253
C -0.559 -0.819 1.785 -0.988
O -1.565 0.681 -0.294 -0.805
O 1.813 0.122 0.224 -0.725
P -0.795 -0.705 -0.017 1.609
H -1.413 -2.904 -0.649 0.233
H -1.991 -1.589 -1.989 0.266
H -1.353 2.529 0.617 0.189
H -0.975 2.380 -1.027 0.187
H 0.180 1.568 0.062 0.233
H 3.633 -0.062 -0.630 0.151
H 2.479 1.350 -0.979 0.152
H 2.128 -0.342 -1.683 0.164
H -1.444 -0.328 2.409 0.254
H -0.520 -1.909 2.024 0.255
H 0.327 -0.295 2.035 0.285
```

Calculated values
Gap between HOMO and LUMO (spin up / spin down), Eh: 0.2359 / 0.2915
HOMO energy (spin up / spin down), eV: -7.29 / -8.53

a) is preferred energetically. Next in line: 0.0096 hartree higher.

a) Density functional theory data (the ωB97M-V functional and the def2-TZVPD basis) for C3H7FN2O as an isolated structure.

Structure (XYZ):
```
14
Properties=species:S:1:pos:R:3:nbo_charge:R:1
C 0.011 1.204 0.611 -0.231
C 0.141 0.796 -0.878 -0.113
C -0.355 -0.472 -0.387 0.017
N -0.485 -0.187 0.866 0.138
N 1.528 0.740 -1.365 -0.819
O -0.900 -0.774 1.949 -0.552
F -1.254 -2.982 0.913 -0.611
H 0.893 1.580 1.120 0.223
H -0.884 1.833 0.823 0.214
H -0.508 1.450 -1.548 0.215
H -0.491 -1.416 -0.854 0.224
H 2.114 0.389 -0.637 0.362
H -1.340 -2.344 1.588 0.567
H 1.530 0.184 -2.201 0.367
```

Calculated values
Gap between HOMO and LUMO, Eh: 0.3654
HOMO energy, eV: -9.34

b) Density functional theory data (the ωB97M-V functional and the def2-TZVPD basis) for one molecule with the formula C3H7FN2O.

Structure (XYZ):
```
14
Properties=species:S:1:pos:R:3:nbo_charge:R:1
C 0.467 -0.884 0.154 0.425
C 0.741 0.412 -0.525 0.121
C -0.075 1.483 0.146 -0.094
H -0.778 -2.477 -0.070 0.375
H -0.889 -1.392 -1.237 0.394
H 0.791 -2.000 1.681 0.332
H 1.790 0.694 -0.472 0.200
H -0.007 2.312 -0.548 0.182
H 0.403 1.612 1.138 0.196
H -1.971 1.759 0.475 0.478
N -0.283 -1.830 -0.575 -0.806
N 0.939 -1.013 1.371 -0.717
O -1.402 1.002 0.288 -0.724
F 0.274 0.321 -1.826 -0.363
```

Calculated values
Gap between HOMO and LUMO, Eh: 0.3708
Structure (SMILES): [H]/N=C(\N)[C@@H](F)CO
HOMO energy, eV: -9.29

b) is preferred energetically. Next in line: 0.0923 hartree higher.

a) Density functional theory data (the ωB97M-V functional and the def2-TZVPD basis) for one molecule with the formula C2H6ClN3.

Structure (XYZ):
```
12
Properties=species:S:1:pos:R:3:nbo_charge:R:1
C 0.319 -0.242 -0.461 0.650
C -0.410 -0.552 1.814 -0.426
N 0.343 -0.807 0.629 -0.526
N 1.052 -0.466 -1.551 -0.825
N -0.815 1.106 -0.876 -0.710
Cl -0.069 2.239 -1.943 0.068
H -0.170 0.425 2.239 0.190
H -0.135 -1.324 2.532 0.209
H -1.486 -0.603 1.626 0.196
H 1.550 -1.336 -1.630 0.408
H 0.750 -0.013 -2.399 0.408
H -0.929 1.572 0.020 0.355
```

Calculated values
Gap between HOMO and LUMO, Eh: 0.3547
Structure (SMILES): C/N=C(/N)NCl
HOMO energy, eV: -8.91

b) Density functional theory data (the ωB97M-V functional and the def2-TZVPD basis) for C2H6ClN3 as an isolated structure.

Structure (XYZ):
```
12
Properties=species:S:1:pos:R:3:nbo_charge:R:1
C -0.579 -0.925 0.021 0.662
C 0.380 1.724 0.049 -0.458
N -1.602 -0.582 -0.574 -0.738
N -0.171 -2.071 0.506 -0.829
N 0.827 0.399 0.321 -0.515
Cl 2.065 -0.122 -0.774 0.047
H 1.120 2.414 0.466 0.215
H 0.247 1.959 -1.014 0.178
H -0.559 1.867 0.580 0.213
H -1.693 0.357 -0.926 0.382
H -0.738 -2.889 0.351 0.416
H 0.703 -2.130 0.993 0.426
```

Calculated values
Gap between HOMO and LUMO, Eh: 0.3428
HOMO energy, eV: -8.48

a) is preferred energetically. Next in line: 0.0146 hartree higher.

a) Density functional theory data (the ωB97M-V functional and the def2-TZVPD basis) for a 9-piece molecular cluster, C5H30N2O8S overall.

Structure (XYZ):
```
46
Properties=species:S:1:pos:R:3:nbo_charge:R:1
C 1.532 0.478 -1.211 -0.254
N 0.526 1.262 -0.523 -0.709
C 0.646 2.829 -0.873 -0.026
N -0.613 3.538 -0.708 -0.881
C 2.276 -0.322 -0.044 -0.398
C 1.640 -1.636 0.418 -0.460
C 1.609 -2.778 -0.582 -0.507
S 3.272 -2.893 -1.442 -0.102
H 0.970 -0.239 -2.024 0.177
H 2.399 0.996 -1.688 0.191
H -0.415 0.827 -0.758 0.384
H 0.903 3.018 -1.932 0.154
H 1.495 3.225 -0.193 0.160
H -1.292 3.164 -0.022 0.403
H -1.140 3.781 -1.550 0.369
H 2.514 0.356 0.720 0.199
H 3.358 -0.484 -0.279 0.189
H 1.975 -1.924 1.398 0.207
H 0.591 -1.210 0.632 0.239
H 0.925 -2.450 -1.446 0.253
H 1.348 -3.778 -0.118 0.234
H 3.086 -2.082 -2.399 0.101
H -0.703 -1.900 3.119 0.503
H -2.112 -2.715 3.002 0.465
O -1.385 -2.204 2.482 -1.044
H -2.823 1.919 1.162 0.469
H -2.999 2.491 2.485 0.470
O -2.846 2.768 1.499 -0.965
H -2.006 0.075 3.434 0.496
H -0.741 0.433 4.413 0.485
O -1.569 -0.092 4.298 -1.024
H -2.242 1.272 -2.567 0.475
H -3.503 2.079 -1.921 0.465
O -2.681 1.625 -1.797 -1.123
H -2.026 -1.279 -1.102 0.423
H -1.643 -2.640 -0.761 0.438
O -1.372 -1.883 -1.332 -1.128
H 0.742 1.109 -3.787 0.475
H 0.270 -0.052 -4.665 0.460
O 0.257 0.851 -4.660 -0.950
H -3.080 0.140 1.094 0.403
H -2.269 -0.893 1.995 0.491
O -2.500 0.100 1.876 -1.200
H -0.061 1.162 2.685 0.489
H 1.439 1.066 2.553 0.479
O 0.730 0.808 3.131 -0.973
```

Calculated values
Total charge: -1
Gap between HOMO and LUMO (spin up / spin down), Eh: 0.0962 / 0.3159
Spin multiplicity: 2
HOMO energy (spin up / spin down), eV: -0.05 / -6.06

b) Density functional theory data (the ωB97M-V functional and the def2-TZVPD basis) for a 9-piece molecular cluster, C5H30N2O8S overall.

Structure (XYZ):
```
46
Properties=species:S:1:pos:R:3:nbo_charge:R:1
N -0.865 -0.674 -0.218 -0.895
C -1.907 0.100 -0.915 -0.085
C -1.938 -0.544 -2.325 -0.531
S -2.357 -2.315 -2.364 -0.110
C -1.562 1.608 -1.087 -0.251
N -0.285 1.981 -0.488 -0.475
C 0.641 2.752 -1.341 -0.454
C -0.528 2.468 0.874 -0.435
H 0.086 -0.368 -0.390 0.382
H -1.048 -0.642 0.769 0.350
H -2.823 -0.096 -0.363 0.182
H -0.909 -0.587 -2.683 0.195
H -2.512 0.130 -2.938 0.210
H -1.262 -2.745 -1.708 0.131
H -1.781 2.017 -2.072 0.199
H -2.300 2.196 -0.524 0.174
H 1.327 3.137 -0.595 0.221
H 1.170 2.000 -1.931 0.223
H 0.169 3.445 -2.044 0.167
H -0.770 3.538 0.846 0.168
H -1.231 1.757 1.285 0.207
H 0.335 2.381 1.538 0.200
H 0.149 -4.392 0.058 0.461
H -0.816 -3.777 0.969 0.458
O -0.570 -4.658 0.653 -0.974
H -5.587 0.284 1.006 0.454
H -4.228 -0.141 1.416 0.486
O -5.156 -0.337 1.603 -0.948
H 4.449 0.730 3.019 0.475
H 2.995 0.184 3.209 0.474
O 3.930 -0.040 3.260 -0.988
H 3.847 -1.643 1.784 0.491
H 4.141 -3.143 1.982 0.468
O 4.394 -2.375 1.460 -0.988
H 1.077 0.173 -3.119 0.431
H 2.347 0.090 -3.924 0.423
O 1.610 0.688 -3.744 -1.040
H -2.956 -0.780 3.499 0.481
H -2.503 -1.565 2.231 0.477
O -2.683 -0.683 2.582 -0.994
H 3.313 1.530 0.546 0.469
H 1.816 1.397 0.663 0.483
O 2.553 1.948 0.969 -0.996
H 3.398 -1.828 0.056 0.489
H 2.292 -1.674 -1.212 0.367
O 2.535 -1.527 -0.290 -1.230
```

Calculated values
Total charge: -1
Gap between HOMO and LUMO (spin up / spin down), Eh: 0.0875 / 0.3011
Spin multiplicity: 2
HOMO energy (spin up / spin down), eV: 0.15 / -5.72

b) is preferred energetically. Next in line: 0.0379 hartree higher.

a) Density functional theory data (the ωB97M-V functional and the def2-TZVPD basis) for a 2-piece molecular cluster, CH2ClNO2S2 overall.

Structure (XYZ):
```
9
Properties=species:S:1:pos:R:3:nbo_charge:R:1
C 1.062 1.255 -0.506 -0.178
N -0.917 0.132 -0.599 -1.028
O 0.109 -1.990 0.298 -0.991
O 0.038 0.022 1.720 -0.941
S 0.812 2.707 -0.987 0.349
S -0.543 -0.785 0.675 2.130
Cl 2.151 0.273 0.120 0.302
H -0.955 -0.301 -1.513 0.387
H -1.756 -1.312 0.792 -0.028
```

Calculated values
Gap between HOMO and LUMO (spin up / spin down), Eh: 0.3030 / 0.3029
HOMO energy (spin up / spin down), eV: -9.66 / -9.65

b) Density functional theory data (the ωB97M-V functional and the def2-TZVPD basis) for one molecule with the formula CH2ClNO2S2.

Structure (XYZ):
```
9
Properties=species:S:1:pos:R:3:nbo_charge:R:1
C -1.207 -1.070 0.284 0.087
N 1.036 0.742 -1.209 -1.129
O 1.002 1.807 1.207 -0.870
O -0.892 0.228 0.499 -0.718
S -0.528 -2.383 0.932 0.074
S 0.680 0.746 0.303 1.985
Cl -2.271 -1.177 -1.042 0.086
H 1.108 1.649 -1.814 0.427
H 1.073 -0.541 0.839 0.059
```

Calculated values
Gap between HOMO and LUMO, Eh: 0.3267
Structure (SMILES): N=[S@@H](=O)OC(=S)Cl
HOMO energy, eV: -9.96

b) is preferred energetically. Next in line: 0.0564 hartree higher.